{
  "formula": "C4H9N2O",
  "method": "ωB97M-V with the def2-TZVPD basis set",
  "symbols": ["C", "C", "C", "C", "N", "N", "O", "H", "H", "H", "H", "H", "H", "H", "H", "H"],
  "xyz": [[-2.378099, 0.498308, -0.151120], [2.542037, 0.769273, 0.434824], [2.525815, -0.613862, -0.155838], [1.633628, 0.368259, -0.580368], [-3.650071, 0.094294, -0.483134], [-1.516090, -0.286178, 0.470023], [-0.351602, 0.146922, 0.949888], [-2.099994, 1.522784, -0.324589], [2.302770, 0.961523, 1.428023], [3.240571, 1.585254, -0.018461], [3.181483, -1.092087, -0.906843], [2.249055, -1.357616, 0.503984], [0.927195, 0.516482, -1.405871], [-4.278702, 0.793523, -0.679213], [-3.966360, -0.676950, 0.060746], [-1.801008, -1.226631, 0.707775]],
  "forces_ev_per_a": [[-0.475, -1.224, 0.874], [2.455, 2.621, -3.228], [1.737, -0.721, -1.330], [-3.415, -0.569, 0.719], [3.587, -1.076, 0.848], [-0.917, 1.623, -0.813], [0.893, -0.101, -1.146], [0.286, 0.099, -0.170], [-0.688, 0.032, 1.600], [-0.911, -1.397, 1.000], [0.076, 0.771, 0.281], [-1.043, -1.404, 1.469], [0.709, 0.555, 0.371], [-1.712, 1.671, -0.567], [-0.698, -0.531, 0.032], [0.114, -0.352, 0.059]],
  "relative_energy_kj_mol": 660.2,
  "orbital_gap_ev": 6.9242,
  "charge": 1,
  "energy_ev": -9309.1737,
  "largest_force_ha_per_bohr": 0.0939
}